(1)
38
Properties=species:S:1:pos:R:3:nbo_charge:R:1 method="wB97M-V/def2-TZVPD" mol_weight_g_mol=373.25 e_homo_ev=-8.90 smiles="C=CCONC(=O)c1cc(OCC(F)(F)F)ccc1OCC(F)(F)F" homo_lumo_gap_ha=0.345 e_tot_ha=-1496.14998 e_above_lowest_kj_mol=0.00 e_lumo_ha=0.0173
C -3.77 -1.77 1.51 -0.380
C -3.76 -2.24 0.28 -0.210
C -2.74 -3.23 -0.22 -0.119
H -2.01 -3.48 0.56 0.199
H -3.23 -4.14 -0.56 0.206
O -2.07 -2.77 -1.39 -0.351
N -1.32 -1.62 -1.17 -0.322
C -0.19 -1.64 -0.43 0.628
O 0.32 -2.65 0.00 -0.605
C 0.44 -0.29 -0.23 -0.161
C 1.83 -0.26 -0.27 -0.205
C 2.51 0.93 -0.06 0.266
C 1.78 2.09 0.20 -0.202
C 0.40 2.06 0.27 -0.275
C -0.28 0.87 0.06 0.290
O -1.66 0.73 0.13 -0.505
C -2.45 1.74 0.70 -0.147
C -3.01 2.68 -0.38 0.948
F -3.58 2.00 -1.37 -0.319
F -2.08 3.48 -0.92 -0.323
F -3.95 3.48 0.15 -0.323
H -3.31 1.23 1.15 0.224
H -1.93 2.33 1.45 0.207
H -0.12 2.98 0.46 0.229
H 2.32 3.01 0.36 0.232
O 3.87 1.07 -0.08 -0.479
C 4.65 -0.07 -0.30 -0.149
C 6.11 0.37 -0.23 0.962
F 6.42 1.28 -1.15 -0.317
F 6.93 -0.68 -0.43 -0.324
F 6.43 0.88 0.96 -0.317
H 4.49 -0.84 0.47 0.205
H 4.48 -0.50 -1.30 0.203
H 2.33 -1.19 -0.47 0.236
H -1.80 -0.76 -1.38 0.402
H -4.48 -1.92 -0.45 0.201
H -4.52 -1.07 1.84 0.196
H -3.05 -2.08 2.25 0.197


(2)
40
Properties=species:S:1:pos:R:3:nbo_charge:R:1 method="wB97M-V/def2-TZVPD" mol_weight_g_mol=597.89 e_homo_ev=-2.18 total_charge=-2 homo_lumo_gap_ha=0.229 e_tot_ha=-6392.97710 e_above_lowest_kj_mol=0.00 e_lumo_ha=0.1492
Sr -0.07 -0.42 0.73 1.816
S -3.63 -2.43 -2.48 0.452
C -2.71 -3.65 -1.70 -0.466
C -1.79 -3.08 -0.88 -0.053
N -1.81 -1.70 -0.87 -0.527
C -2.73 -1.24 -1.67 -0.125
H -2.89 -4.69 -1.87 0.235
H -1.06 -3.58 -0.26 0.261
H -2.93 -0.19 -1.80 0.234
F 0.34 5.67 3.90 -0.368
C 0.11 4.45 3.30 0.354
C -0.97 3.69 3.70 -0.325
C -1.18 2.46 3.08 -0.237
C -0.36 1.94 2.07 -0.532
C 0.72 2.78 1.73 -0.258
C 0.97 4.02 2.32 -0.326
H -1.62 4.07 4.48 0.202
H -2.05 1.90 3.42 0.189
H 1.43 2.46 0.96 0.180
H 1.82 4.64 2.03 0.200
C 3.69 -1.24 -2.69 -0.429
N 2.53 -0.37 -2.53 -0.323
C 2.49 0.99 -2.64 -0.103
C 1.24 1.37 -2.25 -0.102
N 0.51 0.25 -1.90 -0.564
C 1.33 -0.77 -2.09 0.191
H 4.59 -0.65 -2.61 0.196
H 3.67 -1.74 -3.66 0.182
H 3.67 -1.98 -1.88 0.300
H 3.35 1.56 -2.95 0.206
H 0.83 2.36 -2.17 0.208
H 1.13 -1.80 -1.84 0.233
O 2.35 -0.76 0.73 -1.222
Se 2.36 -2.40 0.99 2.761
O 2.96 -2.78 2.44 -1.076
O 0.73 -2.75 0.91 -1.239
O 3.12 -3.13 -0.26 -1.131
Se -5.44 -1.05 0.45 -0.499
C -6.90 -1.09 1.54 0.057
N -7.84 -1.12 2.23 -0.555


(3)
34
Properties=species:S:1:pos:R:3:mulliken_spin:R:1 method="wB97M-V/def2-TZVPD" multiplicity=3 s2=2.0507 mol_weight_g_mol=369.21 e_homo_ev="-11.47 / -12.11" total_charge=+1 homo_lumo_gap_ha="0.257 / 0.296" e_tot_ha=-1019.60042 e_above_lowest_kj_mol=9.47 e_lumo_ha="-0.1639 / -0.1489"
Mo 1.07 1.47 -0.43 2.092
O -0.76 4.45 -2.46 0.001
C -0.38 3.72 -1.60 -0.007
O 0.83 3.21 -1.47 0.000
C -1.32 3.30 -0.49 0.023
C -2.59 3.81 -0.35 -0.003
C -3.37 3.37 0.71 0.018
C -2.85 2.42 1.58 -0.011
C -1.58 1.94 1.37 0.017
N -0.82 2.38 0.35 0.031
H -2.94 4.54 -1.06 -0.001
H -4.37 3.75 0.86 0.001
H -3.43 2.05 2.42 -0.001
H -1.14 1.18 2.01 -0.005
C 1.10 -1.55 -2.27 0.033
C 1.18 -2.28 -0.99 -0.060
C 1.12 -3.66 -0.95 0.007
C 1.28 -4.32 0.26 -0.019
C 1.48 -3.59 1.43 0.010
C 1.52 -2.20 1.42 -0.013
C 1.73 -1.41 2.68 0.002
C 1.37 -1.55 0.20 0.020
N 1.37 -0.17 0.11 -0.173
H 0.92 -2.20 -3.12 0.003
H 1.92 -0.86 -2.46 -0.005
H -0.61 -0.68 -3.08 0.002
H 0.96 -4.22 -1.86 0.000
H 1.25 -5.40 0.30 0.000
H 1.60 -4.11 2.37 0.000
H 1.87 -2.07 3.54 0.000
H 0.87 -0.77 2.89 -0.002
H 2.60 -0.76 2.60 0.000
O -0.12 -0.61 -2.25 -0.005
O 0.25 0.79 -2.24 0.047